{"formula": "C27H31MoN5OPSSe2", "method": "ωB97M-V with the def2-TZVPD basis set", "multiplicity": 3, "gap_ha": [0.159, 0.166], "total_energy_ev": -190647.1549, "fmax_ev_per_a": 0.742, "charge": 3, "homo_energy_ha": [-0.552, -0.552], "elements": ["Mo", "Se", "P", "Se", "C", "C", "C", "C", "C", "C", "C", "C", "C", "C", "C", "C", "H", "H", "H", "H", "H", "H", "H", "H", "H", "H", "C", "C", "S", "O", "C", "C", "H", "H", "H", "H", "H", "H", "H", "H", "H", "H", "C", "C", "N", "C", "C", "N", "C", "N", "N", "N", "C", "C", "C", "C", "C", "C", "H", "H", "H", "H", "H", "H", "H", "H", "H", "H", "H"], "coordinates": [[0.07845, -1.34098, -0.18304], [-1.38345, 0.19316, -1.36019], [-2.79367, -1.57513, -1.53663], [-1.90595, -2.71238, 0.18482], [-4.48607, -1.15903, -1.35228], [-5.11370, -1.19719, -0.10237], [-6.44240, -0.82423, -0.01883], [-7.11753, -0.40349, -1.16115], [-6.48142, -0.36253, -2.39893], [-5.15750, -0.74323, -2.50943], [-2.45984, -2.46757, -3.03911], [-1.62566, -1.97160, -4.04163], [-1.43314, -2.72735, -5.18911], [-2.05498, -3.96226, -5.32291], [-2.88923, -4.44923, -4.32115], [-3.10372, -3.70275, -3.17693], [-4.58069, -1.52345, 0.78183], [-6.95462, -0.86333, 0.93302], [-8.15631, -0.10873, -1.08676], [-7.02344, -0.04252, -3.27867], [-4.66443, -0.73402, -3.47466], [-1.16620, -0.99616, -3.95220], [-0.81614, -2.34214, -5.99076], [-1.90107, -4.54491, -6.22197], [-3.38121, -5.40559, -4.44000], [-3.77099, -4.07170, -2.40557], [2.49103, -1.37286, -4.23750], [3.34845, -2.10668, -3.21640], [3.12469, -1.42175, -1.56948], [1.58961, -1.79862, -1.29045], [4.05338, -2.60186, -0.54387], [5.01406, -1.87871, 0.39120], [2.67825, -1.80534, -5.21959], [2.74115, -0.31291, -4.28851], [1.43171, -1.48764, -4.01457], [4.41848, -1.97642, -3.40733], [3.11771, -3.17020, -3.13952], [4.57324, -3.27290, -1.22846], [3.28345, -3.16834, -0.02087], [5.78368, -1.34113, -0.16191], [5.51659, -2.62003, 1.01150], [4.49763, -1.17424, 1.04541], [-0.18123, -2.88583, 3.25939], [0.58475, -1.65465, 2.95579], [0.64320, -1.01677, 1.76674], [1.46828, 0.11072, 1.92707], [1.88799, 0.13072, 3.20302], [1.32178, -0.96798, 3.82827], [1.52993, -1.31200, 5.26987], [0.35583, -1.17233, 6.03641], [-0.45542, -2.27119, 6.23346], [-1.42418, -1.93551, 6.97844], [-1.28837, -0.59499, 7.31826], [-2.08448, 0.21348, 8.13157], [-1.68519, 1.51877, 8.29702], [-0.52580, 2.02016, 7.67279], [0.26873, 1.23231, 6.86681], [-0.14330, -0.08987, 6.71388], [-0.27917, -3.51003, 2.37397], [-1.17614, -2.63060, 3.63034], [0.29771, -3.46745, 4.04403], [1.65190, 0.82635, 1.14097], [2.51300, 0.83382, 3.72853], [2.30547, -0.64433, 5.63722], [1.87612, -2.34034, 5.33377], [-2.96575, -0.18271, 8.61782], [-2.26653, 2.17838, 8.92691], [-0.24791, 3.05249, 7.83942], [1.15733, 1.63221, 6.39335]], "forces_ev_per_a": [[0.0, 0.2, 0.4], [0.0, 0.0, 0.1], [0.5, -0.1, -0.1], [0.0, -0.1, -0.2], [0.0, -0.1, 0.2], [-0.1, 0.1, -0.1], [0.0, 0.0, 0.0], [0.0, 0.0, 0.0], [-0.1, 0.0, 0.0], [-0.1, 0.0, 0.0], [0.0, 0.1, 0.0], [-0.1, -0.1, 0.0], [0.0, 0.0, 0.0], [0.0, 0.0, 0.0], [0.0, 0.0, 0.0], [0.0, 0.0, 0.0], [0.0, 0.0, 0.0], [0.0, 0.0, 0.0], [0.0, 0.0, 0.0], [0.0, 0.0, 0.0], [0.0, 0.0, 0.0], [0.0, 0.0, 0.0], [0.0, 0.0, 0.0], [0.0, 0.0, 0.0], [0.0, 0.0, 0.0], [0.0, 0.0, 0.0], [0.1, 0.0, 0.0], [-0.2, 0.1, -0.1], [0.0, 0.0, -0.1], [0.0, -0.4, 0.2], [0.1, 0.1, 0.0], [0.0, 0.0, 0.0], [0.0, 0.0, 0.0], [0.0, 0.0, 0.0], [0.0, 0.0, 0.0], [0.0, 0.0, 0.1], [0.0, 0.0, 0.0], [0.0, 0.0, 0.0], [0.0, -0.1, 0.0], [0.0, 0.0, 0.0], [0.0, 0.0, 0.0], [0.0, 0.0, 0.0], [0.0, 0.0, -0.1], [0.0, 0.0, 0.0], [0.0, 0.3, -0.7], [-0.2, -0.1, 0.1], [-0.1, 0.0, 0.1], [0.2, 0.0, 0.1], [-0.1, 0.0, 0.1], [0.1, -0.2, -0.1], [-0.1, 0.2, 0.1], [0.2, 0.1, -0.1], [-0.1, -0.1, 0.1], [-0.1, 0.0, 0.1], [0.0, 0.0, 0.0], [0.0, 0.0, 0.0], [0.0, 0.1, 0.0], [-0.1, -0.1, 0.0], [0.0, 0.0, 0.0], [0.0, 0.0, 0.0], [0.0, 0.0, 0.0], [0.0, 0.0, 0.0], [0.0, 0.0, 0.0], [0.1, 0.0, -0.1], [0.0, 0.0, -0.1], [0.0, 0.0, 0.0], [0.0, 0.0, 0.0], [0.0, 0.0, 0.0], [0.0, 0.0, 0.1]]}